No. 1
This record from OMol25 describes a cluster of 10 separate species, C63H51BCl18F7NO5PS in total. The level of theory is wB97M-V/def2-TZVPD.

Positions of all 148 atoms, in Å:
1 C -3.712 1.239 -6.711
2 C -2.202 1.488 -6.561
3 P -1.540 1.878 -4.901
4 C -2.338 3.486 -4.527
5 C -2.239 0.581 -3.769
6 N -3.730 0.228 -3.728
7 C -4.299 1.187 -2.751
8 B -5.872 1.090 -2.421
9 O -6.719 1.003 -3.490
10 O -6.299 1.123 -1.143
11 O -3.400 0.965 -1.680
12 C -2.110 1.009 -2.278
13 S -0.818 0.060 -1.421
14 O -0.941 -1.311 -1.828
15 O 0.399 0.784 -1.630
16 C -1.233 0.102 0.405
17 F -0.514 -0.834 1.017
18 F -2.529 -0.237 0.488
19 C -1.069 1.501 1.066
20 F -1.896 1.532 2.121
21 F -1.493 2.428 0.183
22 C 0.381 1.857 1.570
23 F 0.422 1.796 2.897
24 F 0.660 3.104 1.198
25 F 1.302 1.049 1.060
26 H -3.921 0.163 -6.670
27 H -4.072 1.562 -7.685
28 H -4.302 1.719 -5.927
29 H -1.619 0.688 -7.009
30 H -1.951 2.399 -7.111
31 H -2.015 3.829 -3.543
32 H -1.907 4.174 -5.257
33 H -3.426 3.520 -4.586
34 H -1.716 -0.346 -4.004
35 H -3.746 -0.651 -3.194
36 H -4.233 0.003 -4.587
37 H -4.113 2.217 -3.081
38 H -6.692 1.781 -4.063
39 H -5.739 1.680 -0.584
40 H -1.779 2.047 -2.204
41 Cl -6.394 4.313 -3.424
42 C -7.640 4.071 -2.229
43 C -8.858 3.500 -2.580
44 Cl -9.169 3.028 -4.215
45 C -9.818 3.273 -1.606
46 C -9.564 3.630 -0.292
47 C -8.349 4.204 0.055
48 C -7.383 4.422 -0.913
49 H -10.759 2.820 -1.886
50 H -10.318 3.456 0.463
51 H -8.146 4.477 1.082
52 H -6.428 4.858 -0.653
53 Cl 0.055 4.281 -7.874
54 C -0.925 4.867 -9.175
55 C -2.052 5.642 -8.925
56 Cl -2.522 6.045 -7.305
57 C -2.826 6.099 -9.981
58 C -2.472 5.786 -11.282
59 C -1.344 5.015 -11.531
60 C -0.571 4.555 -10.478
61 H -3.701 6.700 -9.775
62 H -3.078 6.146 -12.102
63 H -1.062 4.773 -12.546
64 H 0.313 3.958 -10.659
65 Cl 2.750 1.669 -10.299
66 C 1.757 0.335 -10.768
67 C 0.477 0.177 -10.250
68 Cl -0.150 1.333 -9.118
69 C -0.304 -0.899 -10.639
70 C 0.194 -1.822 -11.544
71 C 1.473 -1.666 -12.061
72 C 2.253 -0.590 -11.675
73 H -1.300 -1.008 -10.232
74 H -0.418 -2.662 -11.844
75 H 1.866 -2.384 -12.768
76 H 3.251 -0.460 -12.069
77 Cl 5.203 -2.341 -10.347
78 C 5.357 -1.465 -8.863
79 C 6.055 -0.265 -8.808
80 Cl 6.789 0.405 -10.220
81 C 6.162 0.417 -7.604
82 C 5.576 -0.097 -6.460
83 C 4.878 -1.295 -6.516
84 C 4.768 -1.977 -7.716
85 H 6.708 1.350 -7.574
86 H 5.667 0.439 -5.525
87 H 4.419 -1.702 -5.625
88 H 4.228 -2.912 -7.773
89 Cl -6.481 5.556 2.657
90 C -5.642 4.359 3.583
91 C -5.649 3.023 3.205
92 Cl -6.498 2.512 1.781
93 C -4.973 2.078 3.961
94 C -4.288 2.469 5.099
95 C -4.278 3.805 5.478
96 C -4.953 4.748 4.722
97 H -4.991 1.041 3.655
98 H -3.765 1.730 5.690
99 H -3.744 4.115 6.366
100 H -4.953 5.790 5.009
101 Cl 4.454 -1.151 8.850
102 C 3.598 -0.458 7.518
103 C 2.801 0.669 7.680
104 Cl 2.652 1.447 9.217
105 C 2.116 1.193 6.593
106 C 2.226 0.596 5.349
107 C 3.026 -0.528 5.188
108 C 3.711 -1.054 6.270
109 H 1.500 2.071 6.733
110 H 1.690 1.006 4.508
111 H 3.119 -0.999 4.219
112 H 4.332 -1.931 6.151
113 Cl 1.865 -5.507 8.581
114 C 0.991 -4.235 9.368
115 C -0.253 -4.471 9.939
116 Cl -0.970 -6.044 9.905
117 C -0.938 -3.430 10.549
118 C -0.383 -2.162 10.588
119 C 0.863 -1.930 10.022
120 C 1.550 -2.966 9.413
121 H -1.906 -3.624 10.991
122 H -0.923 -1.356 11.067
123 H 1.307 -0.944 10.058
124 H 2.523 -2.797 8.979
125 Cl 7.133 -8.663 13.353
126 C 6.230 -7.943 12.068
127 C 5.406 -6.847 12.295
128 Cl 5.259 -6.153 13.870
129 C 4.689 -6.293 11.245
130 C 4.793 -6.828 9.973
131 C 5.619 -7.921 9.745
132 C 6.335 -8.478 10.791
133 H 4.049 -5.440 11.432
134 H 4.229 -6.384 9.166
135 H 5.706 -8.342 8.752
136 H 6.979 -9.330 10.628
137 Cl 5.958 -3.582 6.582
138 C 7.462 -4.321 7.026
139 C 8.641 -4.004 6.364
140 Cl 8.659 -2.856 5.071
141 C 9.827 -4.615 6.745
142 C 9.835 -5.533 7.781
143 C 8.655 -5.844 8.444
144 C 7.470 -5.238 8.066
145 H 10.740 -4.363 6.223
146 H 10.764 -6.004 8.071
147 H 8.653 -6.557 9.258
148 H 6.547 -5.471 8.577

Summary:
HOMO-LUMO gap, Eh: 0.270
Charge: +1

=====

No. 2
This record from OMol25 describes a cluster of 14 separate species, C63H74INO40S in total. The level of theory is wB97M-V/def2-TZVPD.

Positions of all 180 atoms, in Å:
1 C 8.031 -4.080 2.924
2 C 8.000 -3.137 1.625
3 C 7.053 -3.650 0.433
4 C 5.673 -4.316 0.902
5 C 4.844 -3.445 1.960
6 C 4.949 -1.886 1.836
7 C 4.177 -1.061 2.896
8 C 3.324 -1.743 4.033
9 C 3.201 -3.304 4.172
10 C 2.353 -3.938 5.361
11 C 0.837 -4.273 4.968
12 O 0.334 -5.406 5.158
13 C 0.006 -3.042 4.333
14 C -0.834 -2.083 5.240
15 C -1.546 -0.906 4.505
16 C -1.424 -0.699 2.962
17 C -0.602 -1.720 2.125
18 C 0.124 -2.907 2.789
19 C 3.990 -4.128 3.091
20 I 3.836 -6.313 3.290
21 N 2.603 -0.938 5.045
22 C 3.457 0.088 5.682
23 C 3.516 0.194 7.248
24 C 4.419 1.268 7.901
25 C 5.241 2.268 7.024
26 C 5.210 2.190 5.465
27 C 4.321 1.089 4.823
28 S 4.199 0.809 2.976
29 H 8.778 -4.955 2.798
30 H 7.010 -4.446 3.277
31 H 8.455 -3.438 3.789
32 H 7.746 -2.059 1.957
33 H 9.078 -3.070 1.209
34 H 7.677 -4.358 -0.231
35 H 6.812 -2.733 -0.218
36 H 5.903 -5.319 1.433
37 H 5.047 -4.541 -0.028
38 H 5.559 -1.362 1.029
39 H 2.855 -4.876 5.807
40 H 2.297 -3.151 6.209
41 H -0.906 -2.257 6.376
42 H -2.178 -0.157 5.082
43 H -1.928 0.187 2.412
44 H -0.527 -1.547 1.000
45 H 0.726 -3.651 2.161
46 H 1.870 -0.431 4.506
47 H 2.894 -0.583 7.812
48 H 4.500 1.345 9.032
49 H 5.883 3.081 7.523
50 H 5.795 2.881 4.774
51 C 2.590 -1.331 -1.222
52 C 2.248 -2.777 -1.042
53 O 3.316 -3.446 -1.701
54 C 4.375 -2.592 -1.713
55 O 5.487 -2.897 -2.043
56 O 4.010 -1.346 -1.302
57 H 2.254 -0.715 -0.386
58 H 2.187 -0.919 -2.152
59 H 2.239 -3.077 0.011
60 H 1.289 -3.037 -1.492
61 C 3.297 -7.978 -1.611
62 C 2.857 -8.794 -0.433
63 O 1.983 -7.913 0.258
64 C 1.521 -7.011 -0.651
65 O 0.638 -6.230 -0.440
66 O 2.192 -7.112 -1.831
67 H 3.492 -8.590 -2.493
68 H 4.183 -7.373 -1.395
69 H 2.299 -9.687 -0.728
70 H 3.692 -9.091 0.203
71 C -1.852 -4.326 -4.644
72 C -2.444 -4.616 -3.300
73 O -1.529 -3.992 -2.407
74 C -0.890 -3.019 -3.103
75 O -0.174 -2.191 -2.605
76 O -1.165 -3.098 -4.433
77 H -2.611 -4.219 -5.420
78 H -1.130 -5.086 -4.956
79 H -3.429 -4.162 -3.169
80 H -2.517 -5.684 -3.099
81 C -1.505 1.839 -2.389
82 C -1.370 0.418 -1.941
83 O -1.213 0.538 -0.536
84 C -1.765 1.721 -0.169
85 O -1.942 2.045 0.974
86 O -2.085 2.479 -1.252
87 H -2.148 1.942 -3.264
88 H -0.541 2.306 -2.603
89 H -2.267 -0.173 -2.147
90 H -0.510 -0.080 -2.385
91 C -3.044 5.937 -3.934
92 C -1.876 6.796 -4.310
93 O -0.774 5.901 -4.196
94 C -1.268 4.642 -4.338
95 O -0.592 3.656 -4.459
96 O -2.623 4.636 -4.323
97 H -3.957 6.222 -4.456
98 H -3.236 5.939 -2.859
99 H -1.935 7.157 -5.341
100 H -1.754 7.650 -3.643
101 C -6.269 3.852 -0.032
102 C -5.693 2.945 -1.074
103 O -5.731 3.744 -2.252
104 C -5.739 5.045 -1.852
105 O -5.599 5.981 -2.593
106 O -5.922 5.149 -0.510
107 H -5.844 3.676 0.956
108 H -7.355 3.779 0.032
109 H -4.653 2.673 -0.866
110 H -6.277 2.034 -1.203
111 C -7.438 -4.255 -3.628
112 C -7.772 -5.704 -3.444
113 O -6.702 -6.365 -4.106
114 C -5.650 -5.506 -4.123
115 O -4.537 -5.807 -4.457
116 O -6.020 -4.262 -3.712
117 H -7.774 -3.640 -2.792
118 H -7.846 -3.845 -4.557
119 H -7.775 -6.003 -2.392
120 H -8.730 -5.971 -3.891
121 C 7.115 7.068 2.990
122 C 6.083 5.983 2.964
123 O 6.755 4.886 3.571
124 C 7.742 5.404 4.351
125 O 8.391 4.766 5.132
126 O 7.897 6.738 4.132
127 H 6.674 8.060 3.095
128 H 7.759 7.056 2.106
129 H 5.201 6.229 3.559
130 H 5.767 5.732 1.950
131 C -5.315 -0.829 -5.471
132 C -3.847 -0.829 -5.174
133 O -3.804 -0.599 -3.771
134 C -4.999 -1.008 -3.263
135 O -5.237 -1.109 -2.092
136 O -5.889 -1.286 -4.254
137 H -5.573 -1.495 -6.296
138 H -5.699 0.172 -5.689
139 H -3.376 -1.792 -5.389
140 H -3.313 -0.045 -5.713
141 C 1.463 3.831 0.399
142 C 0.883 3.506 1.742
143 O 1.802 4.107 2.642
144 C 2.434 5.101 1.965
145 O 3.152 5.914 2.476
146 O 2.148 5.054 0.635
147 H 0.696 3.955 -0.367
148 H 2.184 3.081 0.062
149 H -0.103 3.953 1.893
150 H 0.815 2.431 1.917
151 C -9.143 -0.290 -1.076
152 C -9.706 -0.615 0.274
153 O -8.800 0.027 1.161
154 C -8.204 1.031 0.466
155 O -7.509 1.876 0.958
156 O -8.496 0.957 -0.861
157 H -9.918 -0.199 -1.840
158 H -8.400 -1.021 -1.409
159 H -10.705 -0.196 0.424
160 H -9.740 -1.689 0.464
161 C -3.283 5.260 2.896
162 C -3.141 3.829 3.317
163 O -2.967 3.923 4.724
164 C -3.519 5.104 5.117
165 O -3.693 5.422 6.258
166 O -3.848 5.877 4.045
167 H -3.937 5.378 2.030
168 H -2.319 5.731 2.680
169 H -4.040 3.240 3.111
170 H -2.285 3.341 2.852
171 C 2.993 3.367 -5.717
172 C 2.387 4.724 -5.531
173 O 3.279 5.574 -6.237
174 C 3.918 4.805 -7.162
175 O 4.614 5.237 -8.035
176 O 3.660 3.482 -6.966
177 H 2.242 2.575 -5.749
178 H 3.729 3.127 -4.944
179 H 1.393 4.803 -5.981
180 H 2.324 5.012 -4.481

Summary:
HOMO-LUMO gap, Eh: 0.272

=====

No. 3
This record from OMol25 describes a structure of composition C63H86AsBrGe2N4O4PSTeTl. The level of theory is wB97M-V/def2-TZVPD.

Positions of all 165 atoms, in Å:
1 Tl -1.169 -1.175 0.730
2 C -4.247 0.193 5.935
3 C -3.343 -0.564 4.959
4 Ge -2.063 0.733 4.125
5 C -2.980 2.048 2.905
6 C -3.784 3.091 3.678
7 C -0.955 1.423 5.593
8 C 0.359 1.483 5.338
9 Ge 0.716 0.976 3.419
10 C 1.278 2.481 2.233
11 C 2.719 2.864 2.582
12 C 1.700 -0.632 2.718
13 C 2.957 -1.029 3.492
14 C 1.436 1.872 6.247
15 C 1.182 2.535 7.452
16 C 2.224 2.864 8.300
17 C 3.532 2.531 7.974
18 C 3.800 1.888 6.774
19 C 2.760 1.574 5.918
20 H -4.864 -0.510 6.495
21 H -4.916 0.880 5.419
22 H -3.668 0.768 6.658
23 H -3.915 -1.077 4.188
24 H -2.755 -1.310 5.496
25 H -3.605 1.457 2.232
26 H -2.206 2.526 2.308
27 H -4.628 2.653 4.207
28 H -4.177 3.834 2.983
29 H -3.160 3.614 4.403
30 H -1.365 1.637 6.576
31 H 0.606 3.332 2.346
32 H 1.210 2.120 1.206
33 H 2.801 3.222 3.609
34 H 3.062 3.661 1.921
35 H 3.393 2.013 2.457
36 H 1.928 -0.379 1.678
37 H 1.004 -1.467 2.711
38 H 3.746 -0.282 3.394
39 H 3.339 -1.972 3.097
40 H 2.749 -1.173 4.553
41 H 0.171 2.810 7.722
42 H 2.014 3.388 9.222
43 H 4.342 2.779 8.646
44 H 4.817 1.637 6.505
45 H 2.963 1.076 4.975
46 C 9.685 -0.759 -1.947
47 C 8.201 -0.680 -1.750
48 C 7.329 -0.571 -2.822
49 C 5.951 -0.463 -2.650
50 C 5.092 -0.397 -3.881
51 C 5.453 -0.449 -1.344
52 Te 3.545 0.377 -0.779
53 N 1.811 -0.531 -0.880
54 C 1.134 -1.239 -1.769
55 O -0.113 -1.385 -1.640
56 C 1.777 -1.988 -2.891
57 C 1.185 -1.982 -4.152
58 C 1.739 -2.721 -5.184
59 C 2.868 -3.497 -4.950
60 C 3.446 -3.525 -3.690
61 C 2.912 -2.759 -2.664
62 C 3.477 1.790 -2.362
63 C 2.596 1.616 -3.422
64 C 2.574 2.527 -4.460
65 C 3.418 3.629 -4.424
66 C 4.278 3.808 -3.355
67 C 4.333 2.892 -2.303
68 C 5.317 3.133 -1.186
69 C 6.304 -0.627 -0.237
70 C 5.793 -0.719 1.182
71 C 7.664 -0.734 -0.466
72 H 9.952 -0.735 -3.001
73 H 10.077 -1.676 -1.506
74 H 10.177 0.078 -1.449
75 H 7.720 -0.564 -3.833
76 H 5.414 -1.159 -4.591
77 H 5.192 0.573 -4.373
78 H 4.047 -0.575 -3.655
79 H 0.297 -1.380 -4.314
80 H 1.290 -2.702 -6.169
81 H 3.292 -4.085 -5.753
82 H 4.321 -4.135 -3.511
83 H 3.358 -2.777 -1.676
84 H 1.929 0.764 -3.439
85 H 1.903 2.379 -5.295
86 H 3.408 4.347 -5.232
87 H 4.924 4.677 -3.323
88 H 6.333 3.181 -1.578
89 H 5.291 2.346 -0.434
90 H 5.116 4.084 -0.689
91 H 5.740 0.269 1.649
92 H 6.468 -1.331 1.778
93 H 4.805 -1.181 1.221
94 H 8.331 -0.858 0.380
95 C -6.903 0.582 -6.439
96 C -5.930 0.142 -5.386
97 C -6.191 0.309 -4.030
98 C -5.282 -0.113 -3.070
99 C -4.102 -0.719 -3.462
100 C -3.817 -0.891 -4.813
101 C -4.730 -0.469 -5.760
102 S -2.803 -1.094 -2.282
103 C -2.702 -2.876 -2.557
104 O -3.521 -0.988 -0.910
105 H -7.703 1.185 -6.017
106 H -7.345 -0.294 -6.918
107 H -6.406 1.156 -7.220
108 H -7.108 0.793 -3.719
109 H -5.482 0.061 -2.020
110 H -2.886 -1.353 -5.124
111 H -4.509 -0.602 -6.811
112 H -3.647 -3.256 -2.937
113 H -2.434 -3.318 -1.596
114 H -1.892 -3.063 -3.262
115 C -1.010 4.463 -0.102
116 As -1.315 2.531 -0.335
117 C -0.175 2.352 -1.902
118 C -3.119 2.533 -1.222
119 C -3.143 3.285 -2.510
120 C -3.469 4.641 -2.538
121 C -3.438 5.357 -3.725
122 C -3.072 4.730 -4.907
123 C -2.766 3.376 -4.898
124 C -2.802 2.663 -3.711
125 H -1.283 5.006 -1.006
126 H 0.054 4.618 0.082
127 H -1.567 4.871 0.742
128 H -0.311 3.176 -2.601
129 H -0.377 1.409 -2.409
130 H 0.859 2.342 -1.566
131 H -3.822 2.954 -0.502
132 H -3.349 1.479 -1.370
133 H -3.767 5.133 -1.618
134 H -3.698 6.407 -3.727
135 H -3.033 5.289 -5.832
136 H -2.493 2.879 -5.821
137 H -2.569 1.605 -3.711
138 N -5.599 -2.159 -0.130
139 C -5.436 -3.617 0.073
140 P -4.159 -3.748 1.412
141 O -4.678 -2.855 2.527
142 O -2.808 -3.511 0.850
143 C -4.382 -5.436 2.220
144 N -5.122 -5.163 3.494
145 H -5.725 -1.719 0.785
146 H -6.386 -1.918 -0.728
147 H -4.622 -1.664 -0.558
148 H -5.101 -4.096 -0.845
149 H -6.377 -4.068 0.389
150 H -3.393 -5.837 2.430
151 H -4.920 -6.149 1.600
152 H -6.092 -5.467 3.459
153 H -5.089 -4.053 3.508
154 H -4.696 -5.571 4.322
155 Br 0.248 -4.203 -0.185
156 C -0.038 -4.634 1.639
157 C -0.022 -5.958 2.050
158 C -0.236 -6.213 3.395
159 C -0.469 -5.151 4.260
160 C -0.461 -3.869 3.739
161 N -0.238 -3.615 2.450
162 H 0.158 -6.759 1.348
163 H -0.207 -7.229 3.766
164 H -0.630 -5.311 5.317
165 H -0.623 -3.000 4.370

Summary:
ΔE to the lowest compared entry with this formula, charge and spin, kcal per mole: 32.64
HOMO-LUMO gap (spin up / spin down), Eh: 0.256 / 0.170
Charge: +3
Multiplicity: 2

=====

Per-record molar mass, u: 1747.1, 1644.2, 1658.5